# 1
Density functional theory data (wB97M-V/def2-TZVPD) for a molecular structure, C29H26Br2N8OOs.

XYZ file:
```
67
Properties=species:S:1:pos:R:3:lowdin_charge:R:1
Os 0.637 -0.699 0.367 1.474
Br -0.463 -3.147 6.511 0.886
C -0.095 -2.448 4.820 -0.661
C 0.355 -1.141 4.679 -0.061
C 0.588 -0.663 3.409 -0.080
N 0.414 -1.416 2.314 -0.077
C -0.007 -2.691 2.448 -0.203
C -0.281 -3.231 3.690 -0.031
C -0.206 -3.427 1.187 -0.208
C -0.366 -4.799 1.125 -0.027
C -0.554 -5.400 -0.111 -0.661
Br -0.760 -7.251 -0.234 0.882
C -0.590 -4.605 -1.246 -0.058
C -0.414 -3.243 -1.105 -0.082
N -0.207 -2.656 0.079 -0.066
H 0.520 -0.507 5.538 0.123
H 0.942 0.344 3.241 0.126
H -0.647 -4.242 3.789 0.117
H -0.332 -5.406 2.018 0.118
H -0.747 -5.034 -2.225 0.123
H -0.429 -2.587 -1.964 0.116
C 1.730 -0.165 -3.808 -0.012
C 1.633 -0.596 -2.504 -0.125
N 0.608 -0.224 -1.706 -0.104
C -0.337 0.573 -2.205 -0.079
C -0.286 1.098 -3.488 -0.172
C 0.766 0.705 -4.305 0.030
C -1.347 1.998 -3.973 -0.012
C -1.974 2.975 -3.311 -0.006
C -1.761 3.473 -1.939 -0.247
C -2.729 4.294 -1.365 0.018
C -2.569 4.636 -0.035 -0.098
N -1.512 4.240 0.678 0.069
C -0.597 3.543 0.011 -0.212
N -0.670 3.127 -1.242 0.131
H 2.564 -0.485 -4.415 0.124
H 2.384 -1.231 -2.059 0.115
H -1.142 0.824 -1.539 0.094
H 0.836 1.077 -5.319 0.135
H -1.668 1.815 -4.993 0.125
H -2.778 3.477 -3.837 0.118
H -3.596 4.617 -1.924 0.122
H -3.311 5.232 0.484 0.122
H 0.295 3.269 0.567 0.111
C -3.759 -0.905 2.925 -0.043
N -2.721 -0.860 1.903 0.043
C -2.170 0.270 1.425 -0.567
N -2.519 1.444 1.960 0.245
O -1.328 0.244 0.485 -0.174
H -3.977 -1.944 3.152 0.096
H -4.680 -0.428 2.586 0.099
H -3.412 -0.428 3.843 0.094
H -2.539 -1.685 1.356 0.133
H -3.276 1.525 2.617 0.114
H -2.127 2.299 1.581 0.084
N 2.168 0.056 0.401 -0.144
C 3.202 0.721 -0.214 -0.378
C 4.478 0.147 -0.228 -0.016
C 5.512 0.818 -0.852 -0.049
C 5.273 2.046 -1.462 -0.036
C 4.000 2.612 -1.451 -0.046
C 2.960 1.961 -0.820 -0.020
H 4.638 -0.807 0.258 0.120
H 6.504 0.390 -0.865 0.118
H 6.087 2.568 -1.948 0.119
H 3.826 3.564 -1.933 0.118
H 1.958 2.374 -0.820 0.091
```

Properties
Total charge: +2
LUMO level (spin up / spin down), eV: -6.708 / -6.708
E_HOMO (spin up / spin down), eV: -13.191 / -13.190
E, Eh: -6872.24018


# 2
Density functional theory data (wB97M-V/def2-TZVPD) for a molecular structure, C10H19N2O2P.

XYZ file:
```
34
Properties=species:S:1:pos:R:3:lowdin_charge:R:1
C 0.162 0.696 3.246 -0.496
C 0.865 2.006 3.284 -0.100
C 0.249 2.799 2.092 -0.147
C -0.033 1.616 1.132 -0.190
C 2.409 -2.072 -1.341 -0.078
C 0.118 -2.929 -1.914 -0.059
C -1.608 1.449 -3.270 -0.278
C -1.236 -0.520 1.536 -0.097
C -0.847 -1.087 0.212 -0.202
C 0.913 -1.860 -1.207 -0.529
N -0.811 0.423 -2.799 -0.473
N -0.290 0.499 1.983 -0.070
O 0.097 -0.017 4.225 0.065
O 0.535 -1.546 0.108 -0.104
P 0.638 0.273 -2.421 0.878
H 0.669 2.571 4.229 0.131
H 1.968 1.923 2.990 0.148
H -0.766 3.144 2.501 0.135
H 0.850 3.540 1.575 0.103
H -0.814 1.853 0.413 0.118
H 0.938 1.270 0.675 0.122
H 2.863 -1.241 -0.913 0.047
H 2.665 -2.983 -0.737 0.122
H 2.660 -1.944 -2.333 0.038
H -0.997 -2.566 -1.861 0.103
H 0.031 -3.833 -1.390 0.070
H 0.493 -2.958 -2.938 0.087
H -1.564 1.627 -4.331 0.068
H -1.579 2.385 -2.704 0.069
H -2.614 1.195 -3.041 0.053
H -2.251 0.001 1.492 0.158
H -1.275 -1.335 2.262 0.131
H -1.022 -0.411 -0.667 0.070
H -1.416 -1.966 -0.088 0.108
```

Properties
Spin multiplicity: 3
Total charge: 0
LUMO level (spin up / spin down), eV: 0.502 / -1.373
E_HOMO (spin up / spin down), eV: -6.108 / -9.148
E, Eh: -993.60218


# 3
Density functional theory data (wB97M-V/def2-TZVPD) for a molecular structure, C16H20BrCrN4O5PSe2Te3.

XYZ file:
```
53
Properties=species:S:1:pos:R:3:lowdin_charge:R:1
Cr 0.347 -0.187 0.593 0.275
O -0.662 -1.123 -0.747 -0.370
N -0.990 -2.392 -0.418 -0.033
N -0.969 -2.521 0.929 -0.218
O -0.498 -1.500 1.699 -0.309
C -1.496 -3.609 1.549 -0.219
C -1.683 -3.609 2.946 -0.022
C -2.240 -4.711 3.563 -0.124
C -2.621 -5.840 2.838 -0.152
C -2.419 -5.840 1.459 -0.134
C -1.865 -4.755 0.810 -0.055
H -1.403 -2.728 3.505 0.095
H -2.389 -4.687 4.637 0.089
H -3.059 -6.697 3.335 0.073
H -2.691 -6.714 0.876 0.086
H -1.696 -4.765 -0.257 0.093
Se 2.536 -1.673 -0.078 -0.196
Te 4.600 -1.672 1.311 -0.067
Te 3.935 2.073 -0.064 0.031
Se 2.207 0.568 -1.008 -0.150
Br 2.483 4.222 3.809 0.698
C 2.218 2.362 3.586 -0.674
C 2.605 1.480 4.574 -0.110
C 2.405 0.128 4.354 -0.056
C 1.811 -0.278 3.174 -0.179
N 1.423 0.594 2.240 -0.045
C 1.636 1.899 2.421 -0.270
H 3.059 1.842 5.486 0.098
H 2.711 -0.610 5.082 0.107
H 1.635 -1.320 2.948 0.088
H 1.328 2.563 1.625 0.045
C -4.767 3.481 -0.253 -0.080
C -4.613 2.932 1.150 -0.307
O -4.594 1.501 1.115 -0.297
P -3.200 0.739 1.401 0.165
O -2.327 1.295 0.216 -0.284
Te -2.345 1.049 3.532 0.434
O -3.641 -0.743 1.096 -0.266
C -4.458 -1.039 -0.060 -0.259
C -4.328 -2.507 -0.370 -0.070
H -4.728 4.573 -0.236 0.072
H -5.721 3.175 -0.686 0.071
H -3.962 3.111 -0.886 0.070
H -5.454 3.214 1.786 0.113
H -3.703 3.305 1.628 0.078
H -4.129 -0.421 -0.898 0.118
H -5.485 -0.768 0.192 0.109
H -3.294 -2.751 -0.614 0.049
H -4.970 -2.755 -1.219 0.074
H -4.631 -3.109 0.488 0.082
N -0.507 2.699 0.254 0.093
C -0.844 1.492 0.308 -0.409
H -1.315 3.323 0.185 0.050
```

Properties
Spin multiplicity: 5
Total charge: -2
ΔE to the lowest compared entry with this formula, charge and spin, eV: 0.000
LUMO level (spin up / spin down), eV: 3.874 / 3.874
E_HOMO (spin up / spin down), eV: -0.473 / -1.034
E, Eh: -10783.76412


# 4
Density functional theory data (wB97M-V/def2-TZVPD) for a molecular structure, C5H8O.

XYZ file:
```
14
Properties=species:S:1:pos:R:3:lowdin_charge:R:1
O -0.122 -2.027 0.523 -0.013
C 0.674 -0.901 0.272 -0.368
C 0.707 -0.224 -1.120 -0.150
C 0.697 1.183 -0.444 0.013
C -1.027 0.972 0.328 -0.078
C 0.316 0.470 0.841 -0.298
H -1.029 -1.824 0.263 0.080
H 1.682 -1.186 0.585 0.150
H -0.147 -0.445 -1.770 0.114
H 1.618 -0.380 -1.707 0.107
H -0.752 1.638 -0.593 0.098
H -1.729 0.214 -0.024 0.103
H -1.471 1.702 1.003 0.110
H 0.583 0.807 1.843 0.132
```

Properties
Total charge: 0
ΔE to the lowest compared entry with this formula, charge and spin, eV: 4.794
LUMO level, eV: 0.741
E_HOMO, eV: -8.525
E, Eh: -270.38171


# 5
Density functional theory data (wB97M-V/def2-TZVPD) for a molecular structure, C36H25Co2N2O7P.

XYZ file:
```
73
Properties=species:S:1:pos:R:3:lowdin_charge:R:1
N -4.490 0.270 -2.993 0.074
C -4.449 1.630 -2.810 -0.556
O -3.461 2.338 -3.036 -0.029
N -5.616 2.230 -2.339 0.168
C -6.868 1.633 -2.156 -0.528
O -7.837 2.347 -1.889 -0.050
C -6.796 0.204 -2.317 -0.061
C -5.607 -0.372 -2.710 -0.194
H -5.554 3.238 -2.251 0.140
H -7.678 -0.389 -2.154 0.070
H -5.549 -1.461 -2.809 0.100
O -1.636 -4.313 -0.554 0.133
C -1.045 -3.317 -0.527 -0.117
Co -0.151 -1.826 -0.315 0.078
C -1.415 -0.660 -0.771 -0.110
O -2.334 0.041 -0.869 0.133
C -0.523 -2.064 1.408 -0.146
O -0.946 -2.232 2.475 0.107
C 1.589 -2.058 -0.699 -0.300
C 0.756 -1.990 -1.830 -0.319
C 0.681 -2.201 -3.174 -0.102
C -0.379 -1.667 -3.988 -0.247
C -0.837 -2.371 -5.135 -0.082
C -1.996 -1.981 -5.793 -0.133
C -2.707 -0.854 -5.350 -0.112
C -2.147 -0.057 -4.348 -0.092
C -1.004 -0.445 -3.670 -0.043
Co 1.736 -0.212 -0.540 -0.083
C 1.179 1.290 -1.254 -0.224
O 0.858 2.312 -1.712 0.060
C 3.424 -0.279 -0.907 -0.229
O 4.556 -0.330 -1.166 0.062
P 1.891 0.354 1.472 1.019
C 0.487 1.209 2.288 -0.315
C 0.586 1.609 3.629 -0.111
C -0.515 2.198 4.257 -0.096
C -1.700 2.406 3.543 -0.097
C -1.774 2.066 2.191 -0.061
C -0.662 1.514 1.555 -0.077
C 2.325 -1.067 2.541 -0.334
C 1.610 -1.376 3.701 -0.107
C 1.927 -2.520 4.432 -0.089
C 2.970 -3.352 4.013 -0.106
C 3.720 -3.019 2.881 -0.087
C 3.389 -1.885 2.132 -0.104
C 3.239 1.549 1.848 -0.308
C 4.307 1.239 2.700 -0.083
C 5.330 2.170 2.907 -0.101
C 5.282 3.417 2.276 -0.116
C 4.208 3.736 1.436 -0.090
C 3.187 2.806 1.223 -0.076
H 2.357 -2.764 -0.431 0.063
H 1.404 -2.879 -3.640 0.096
H -0.275 -3.252 -5.448 0.089
H -2.356 -2.559 -6.647 0.079
H -3.678 -0.596 -5.777 0.088
H -2.603 0.885 -4.065 0.058
H -0.563 0.223 -2.926 0.083
H 1.521 1.448 4.174 0.108
H -0.439 2.489 5.305 0.092
H -2.567 2.844 4.038 0.094
H -2.685 2.229 1.617 0.112
H -0.686 1.321 0.481 0.062
H 0.826 -0.712 4.056 0.087
H 1.348 -2.749 5.329 0.099
H 3.202 -4.259 4.573 0.090
H 4.568 -3.631 2.568 0.097
H 3.963 -1.633 1.237 0.098
H 4.349 0.273 3.201 0.094
H 6.162 1.913 3.564 0.092
H 6.081 4.142 2.437 0.089
H 4.161 4.709 0.944 0.098
H 2.350 3.056 0.567 0.102
```

Properties
Total charge: -2
ΔE to the lowest compared entry with this formula, charge and spin, eV: 0.000
LUMO level, eV: 4.030
E_HOMO, eV: -1.047
E, Eh: -5129.93910


# 6
Density functional theory data (wB97M-V/def2-TZVPD) for C3H4ClNS in the gas phase.

XYZ file:
```
10
Properties=species:S:1:pos:R:3:lowdin_charge:R:1
S -1.889 -0.824 0.049 0.731
C -0.693 0.161 -0.053 -1.112
N -0.640 1.360 -0.546 -0.029
C 0.610 1.760 0.160 -0.156
C 0.702 0.135 0.540 -0.807
Cl 1.752 -0.902 -0.177 0.723
H -1.495 2.210 -0.262 0.261
H 1.696 2.228 -0.296 0.163
H 0.555 2.375 1.065 0.081
H 0.450 -0.152 1.665 0.144
```

Properties
Total charge: 0
ΔE to the lowest compared entry with this formula, charge and spin, eV: 2.804
LUMO level, eV: 0.013
E_HOMO, eV: -8.683
E, Eh: -1029.72699
Structure (SMILES): S=C1NC[C@@H]1Cl


# 7
Density functional theory data (wB97M-V/def2-TZVPD) for C2H6N2O2S in the gas phase.

XYZ file:
```
13
Properties=species:S:1:pos:R:3:lowdin_charge:R:1
H -3.239 -1.006 -1.112 0.027
N -2.735 -0.158 -0.890 0.051
C -1.497 -0.469 -0.828 -0.384
C -0.488 0.451 -0.643 -0.333
S 1.128 0.151 -0.571 0.714
N 1.167 0.409 1.439 0.032
O 2.193 1.026 -0.981 -0.286
O 1.419 -1.287 -0.580 -0.329
H -1.002 -1.543 -0.969 0.144
H -0.597 1.462 -0.472 0.058
H 1.988 -0.185 1.608 0.099
H 0.393 -0.031 1.883 0.087
H 1.272 1.180 2.117 0.121
```

Properties
Total charge: 0
ΔE to the lowest compared entry with this formula, charge and spin, eV: 3.692
LUMO level, eV: -0.034
E_HOMO, eV: -8.367
E, Eh: -737.86741
Structure (SMILES): [H]/N=C/C=[S@]([NH3+])(=O)[O-]


# 8
Density functional theory data (wB97M-V/def2-TZVPD) for 10 unconnected molecules or ions with the total composition C33H61Br18IN5O4.

XYZ file:
```
122
Properties=species:S:1:pos:R:3:lowdin_charge:R:1
C -2.735 -3.836 0.141 -0.132
C -1.510 -4.331 1.047 -0.259
C -0.154 -4.024 0.288 -0.180
C 0.998 -3.545 1.263 -0.156
N 0.612 -2.454 2.186 0.176
C 0.415 -1.232 1.758 -0.190
N 0.514 -0.773 0.417 0.055
C -0.769 -0.325 -0.165 -0.570
I -0.238 1.334 -1.519 1.027
C -1.743 0.106 0.999 -0.337
C -2.959 1.029 0.538 -0.200
C -3.981 0.181 -0.339 -0.069
C -3.922 0.435 -1.891 -0.445
O -4.346 -0.450 -2.619 0.081
O -3.472 1.610 -2.501 -0.010
C -0.973 0.707 2.270 -0.278
N -0.443 2.049 1.856 0.152
C -1.073 2.911 2.516 -0.277
O -1.733 3.647 3.124 0.228
N 0.003 -0.270 2.746 0.003
N 0.999 0.158 3.582 -0.075
C 2.223 0.703 2.975 -0.130
C 0.628 0.623 4.864 -0.437
C 1.804 1.015 5.867 -0.007
O -0.508 0.711 5.314 0.050
H -2.513 -4.120 -0.924 0.085
H -3.721 -4.219 0.520 0.015
H -2.736 -2.708 0.214 0.040
H -1.558 -3.837 2.058 0.031
H -1.637 -5.446 1.208 0.116
H 0.178 -5.004 -0.186 0.134
H -0.280 -3.315 -0.593 0.077
H 1.373 -4.451 1.825 0.145
H 1.867 -3.224 0.608 0.027
H 0.496 -2.695 3.183 0.150
H 1.074 -1.359 -0.211 0.016
H -1.282 -1.113 -0.793 0.102
H -2.233 -0.865 1.396 0.060
H -2.649 2.010 0.088 0.091
H -3.513 1.288 1.493 0.063
H -3.827 -0.920 -0.180 0.093
H -5.038 0.415 -0.013 0.140
H -2.750 1.307 -3.103 0.016
H -1.762 0.896 3.064 0.084
H 3.089 -0.002 3.184 -0.063
H 2.549 1.723 3.355 0.092
H 2.188 0.822 1.847 0.071
H 1.505 0.833 6.931 0.089
H 2.090 2.107 5.750 0.098
H 2.720 0.396 5.650 0.080
Br 2.851 -2.492 -1.595 0.732
C 2.667 -2.099 -3.499 -0.625
C 1.237 -1.783 -3.857 -0.695
Br 0.153 -3.399 -3.947 0.635
H 3.068 -2.956 -4.038 0.062
H 3.306 -1.233 -3.674 0.062
H 1.179 -1.345 -4.854 0.057
H 0.753 -1.116 -3.145 -0.015
Br 2.539 2.347 -5.780 0.621
C 0.965 3.485 -5.945 -0.708
C -0.085 3.110 -4.934 -0.690
Br -1.035 1.492 -5.465 0.628
H 0.620 3.404 -6.975 0.038
H 1.326 4.497 -5.766 0.050
H -0.854 3.881 -4.872 0.064
H 0.322 2.929 -3.941 -0.020
Br -7.585 -4.844 -4.656 0.613
C -7.875 -3.357 -3.433 -0.696
C -6.586 -2.917 -2.790 -0.697
Br -6.043 -4.148 -1.377 0.637
H -8.627 -3.679 -2.714 0.051
H -8.288 -2.558 -4.049 0.060
H -6.711 -1.954 -2.295 0.048
H -5.755 -2.853 -3.489 0.050
Br -0.259 6.459 -7.971 0.623
C -2.179 6.272 -8.248 -0.684
C -2.584 4.822 -8.316 -0.699
Br -2.125 4.038 -10.039 0.616
H -2.425 6.831 -9.149 0.055
H -2.639 6.759 -7.387 0.058
H -3.667 4.722 -8.239 0.061
H -2.112 4.206 -7.552 0.027
Br -4.155 -4.198 3.570 0.671
C -5.539 -2.840 3.408 -0.653
C -5.128 -1.809 2.395 -0.622
Br -3.792 -0.615 3.168 0.872
H -5.706 -2.425 4.401 0.057
H -6.436 -3.372 3.089 0.068
H -5.968 -1.170 2.120 0.072
H -4.699 -2.238 1.491 0.021
Br 5.486 2.093 -2.428 0.611
C 3.792 1.813 -1.508 -0.716
C 3.583 2.834 -0.419 -0.673
Br 4.656 2.422 1.155 0.641
H 3.797 0.787 -1.141 0.031
H 3.029 1.915 -2.281 0.014
H 2.548 2.816 -0.070 0.031
H 3.841 3.847 -0.721 -0.008
Br 7.181 0.908 4.310 0.617
C 7.230 -0.991 3.877 -0.686
C 6.752 -1.241 2.471 -0.649
Br 4.809 -1.123 2.356 0.689
H 6.636 -1.504 4.631 0.052
H 8.275 -1.281 3.984 0.063
H 6.995 -2.257 2.156 0.062
H 7.155 -0.537 1.746 0.057
Br 5.326 6.319 -0.601 0.628
C 7.267 6.424 -0.475 -0.678
C 7.802 5.448 0.541 -0.695
Br 7.516 6.088 2.359 0.603
H 7.515 7.460 -0.251 0.054
H 7.631 6.176 -1.473 0.060
H 8.883 5.346 0.443 0.060
H 7.341 4.463 0.476 0.032
Br 0.896 -2.753 6.518 0.640
C -1.023 -3.058 6.354 -0.678
C -1.348 -4.531 6.351 -0.666
Br -0.933 -5.337 4.627 0.609
H -1.348 -2.545 5.451 0.037
H -1.464 -2.569 7.223 0.069
H -2.419 -4.687 6.489 0.055
H -0.804 -5.098 7.105 0.058
```

Properties
Total charge: +1
LUMO level, eV: -3.225
E_HOMO, eV: -11.472
E, Eh: -48498.45291